1.
Here is 8 unconnected molecules or ions with the total composition C38H53FNO22 from OMol25. Energies are from ωB97M-V/def2-TZVPD.

Properties
Frontier orbital gap in eV: 2.9269
Electronic energy in eV: -89517.7311
HOMO in eV: -1.42
Net charge: -1

Cartesian coordinates (Å):
C1 2.753 -1.388 1.356
C2 2.201 0.002 1.699
N1 0.873 0.213 1.113
C3 0.191 1.386 1.679
C4 -1.301 1.433 1.288
C5 -1.996 0.092 1.221
C6 -3.340 0.186 0.485
C7 -4.115 1.485 0.489
F1 -4.550 1.832 1.791
C8 -2.208 -0.459 2.611
C9 -2.572 -1.969 2.689
C10 -2.115 -2.785 1.510
C11 -2.976 -3.163 0.483
C12 -2.525 -3.917 -0.597
C13 -1.201 -4.324 -0.670
C14 -0.335 -3.978 0.363
C15 -0.792 -3.226 1.435
C16 0.938 0.327 -0.312
C17 0.065 -0.602 -1.103
O1 1.668 1.146 -0.838
H1 3.174 -1.876 2.237
H2 3.517 -1.338 0.580
H3 1.938 -2.013 0.990
H4 2.907 0.771 1.353
H5 2.072 0.102 2.776
H6 0.659 2.297 1.265
H7 0.342 1.395 2.758
H8 -1.345 1.878 0.280
H9 -1.777 2.145 1.993
H10 -3.232 -0.099 -0.576
H11 -4.017 -0.564 0.918
H12 -5.020 1.416 -0.129
H13 -3.529 2.329 0.117
H14 -1.278 -0.333 3.181
H15 -3.000 0.097 3.167
H16 -3.649 -2.097 2.828
H17 -2.107 -2.396 3.585
H18 -4.010 -2.841 0.518
H19 -3.226 -4.170 -1.385
H20 -0.844 -4.903 -1.511
H21 0.707 -4.274 0.323
H22 -0.105 -2.952 2.229
H23 -0.815 -0.051 -1.443
H24 0.621 -0.973 -1.968
H25 -0.315 -1.396 -0.468
C18 1.416 6.263 2.198
C19 2.167 4.966 2.449
O2 1.242 4.238 3.258
C20 -0.006 4.701 3.011
O3 -1.009 4.181 3.363
O4 0.054 5.843 2.280
H26 1.606 6.701 1.222
H27 1.601 7.006 2.977
H28 2.346 4.402 1.532
H29 3.102 5.097 2.987
C21 0.531 3.605 -3.853
C22 0.719 3.691 -2.351
O5 0.814 5.118 -2.151
C23 0.209 5.736 -3.174
O6 -0.007 6.909 -3.235
O7 -0.106 4.861 -4.150
H30 -0.109 2.785 -4.165
H31 1.477 3.564 -4.393
H32 -0.143 3.317 -1.798
H33 1.612 3.197 -1.984
C24 -7.109 -2.100 -1.850
C25 -7.448 -1.542 -3.221
O8 -6.355 -0.657 -3.467
C26 -5.295 -1.057 -2.711
O9 -4.198 -0.626 -2.791
O10 -5.687 -2.017 -1.838
H34 -7.418 -3.132 -1.705
H35 -7.504 -1.483 -1.040
H36 -7.456 -2.316 -3.992
H37 -8.383 -0.988 -3.252
C27 -3.384 3.075 5.420
C28 -4.435 2.007 5.195
O11 -4.885 1.744 6.540
C29 -4.621 2.822 7.301
O12 -5.019 2.981 8.414
O13 -3.848 3.700 6.634
H38 -3.319 3.806 4.621
H39 -2.395 2.654 5.597
H40 -5.282 2.371 4.612
H41 -4.048 1.101 4.740
C30 3.364 -7.719 0.888
C31 3.258 -6.497 -0.006
O14 1.901 -6.561 -0.442
C32 1.182 -7.260 0.474
O15 0.001 -7.304 0.503
O16 2.017 -7.865 1.356
H42 4.033 -7.588 1.735
H43 3.653 -8.609 0.332
H44 3.402 -5.563 0.544
H45 3.928 -6.527 -0.860
C33 7.642 -5.932 -1.487
C34 8.735 -6.977 -1.342
O17 8.038 -8.053 -0.704
C35 6.720 -7.934 -0.971
O18 5.896 -8.751 -0.722
O19 6.465 -6.744 -1.561
H46 7.726 -5.325 -2.384
H47 7.566 -5.284 -0.613
H48 9.107 -7.327 -2.306
H49 9.568 -6.661 -0.722
C36 3.109 7.992 -6.442
C37 2.063 7.258 -5.622
O20 2.643 5.949 -5.512
C38 3.979 6.049 -5.674
O21 4.757 5.175 -5.478
O22 4.310 7.293 -6.098
H50 3.208 9.043 -6.186
H51 2.944 7.892 -7.517
H52 1.939 7.671 -4.622
H53 1.091 7.190 -6.100

=====

2.
Here is a molecular structure, C38H53IrN6O4P2S2 from OMol25. Energies are from ωB97M-V/def2-TZVPD.

Properties
Frontier orbital gap in eV: 6.0100
Electronic energy in eV: -100486.9571
HOMO in eV: -7.29

Cartesian coordinates (Å):
Ir1 -0.990 0.077 -0.569
C1 -3.533 3.524 1.605
C2 -3.221 2.306 0.720
C3 -4.298 1.228 0.861
P1 -1.526 1.627 0.933
C4 -0.461 3.099 1.124
C5 -0.244 3.821 -0.207
C6 0.848 2.751 1.825
C7 -1.460 0.584 2.400
C8 -2.084 0.861 3.615
C9 -2.018 -0.010 4.690
C10 -2.699 0.288 5.999
C11 -1.305 -1.196 4.499
C12 -0.673 -1.497 3.309
C13 -0.709 -0.602 2.225
N1 -0.047 -0.794 1.038
C14 0.731 -1.964 0.841
C15 0.102 -3.193 0.642
C16 0.820 -4.341 0.348
C17 2.205 -4.289 0.253
C18 3.017 -5.505 -0.103
C19 2.834 -3.074 0.514
C20 2.134 -1.909 0.823
P2 2.945 -0.304 1.198
C21 2.565 -0.161 3.018
C22 3.412 0.958 3.625
C23 2.605 -1.416 3.883
C24 4.791 -0.562 1.119
C25 5.553 -1.620 1.930
C26 5.243 -0.593 -0.342
H1 -4.612 3.606 1.737
H2 -3.185 4.450 1.147
H3 -3.090 3.458 2.599
H4 -3.199 2.666 -0.307
H5 -4.489 1.014 1.913
H6 -4.025 0.289 0.386
H7 -5.230 1.586 0.418
H8 -1.053 3.761 1.765
H9 0.360 3.222 -0.883
H10 0.277 4.760 -0.019
H11 -1.182 4.067 -0.710
H12 1.445 2.068 1.214
H13 0.680 2.288 2.798
H14 1.427 3.665 1.973
H15 -2.642 1.783 3.728
H16 -3.114 1.295 6.004
H17 -2.001 0.212 6.834
H18 -3.516 -0.410 6.192
H19 -1.246 -1.909 5.314
H20 -0.138 -2.433 3.209
H21 -0.977 -3.239 0.761
H22 0.304 -5.285 0.207
H23 2.401 -6.404 -0.114
H24 3.827 -5.660 0.611
H25 3.471 -5.396 -1.090
H26 3.912 -3.042 0.472
H27 1.526 0.190 2.999
H28 4.446 0.638 3.770
H29 3.016 1.242 4.602
H30 3.419 1.848 2.992
H31 3.611 -1.828 3.973
H32 1.963 -2.204 3.489
H33 2.262 -1.176 4.893
H34 5.097 0.417 1.511
H35 5.662 -2.551 1.373
H36 5.100 -1.856 2.891
H37 6.566 -1.259 2.124
H38 4.930 -1.514 -0.840
H39 6.333 -0.538 -0.395
H40 4.830 0.238 -0.911
N2 -2.127 0.878 -2.248
C27 -1.985 2.227 -2.794
C28 -3.084 3.077 -2.733
C29 -2.958 4.393 -3.141
C30 -1.744 4.849 -3.638
C31 -0.677 3.974 -3.763
C32 -0.789 2.656 -3.338
S1 -1.598 6.584 -4.105
O1 -0.189 6.745 -4.411
O2 -2.499 6.691 -5.238
O3 -2.051 7.268 -2.904
H41 -3.102 0.770 -1.977
H42 -1.968 0.205 -2.994
H43 -4.036 2.712 -2.355
H44 -3.790 5.082 -3.071
H45 0.251 4.353 -4.170
H46 0.059 1.987 -3.404
C33 -3.898 -3.734 -0.682
N3 -2.752 -3.316 -1.494
C34 -2.234 -4.130 -2.461
C35 -1.152 -3.782 -3.185
C36 -0.529 -2.525 -2.892
N4 -1.059 -1.737 -1.959
C37 -2.145 -2.118 -1.264
O4 -2.573 -1.324 -0.384
N5 0.556 -2.119 -3.536
H47 -4.632 -4.215 -1.324
H48 -4.334 -2.856 -0.219
H49 -3.575 -4.424 0.096
H50 -2.747 -5.071 -2.601
H51 -0.754 -4.441 -3.940
H52 1.009 -2.742 -4.183
H53 1.111 -1.317 -3.219
S2 2.777 0.174 -2.967
C38 1.587 0.590 -1.955
N6 0.726 0.842 -1.206